Entry 1:
Entry from the OMol25 dataset: a molecular structure, C43H34FeN7O3 (the ωB97M-V functional and the def2-TZVPD basis).

CARTESIAN COORDINATES (ANGSTROEM)
Fe  0.334  -0.787  1.004
C  4.051  -2.130  2.376
O  4.607  -0.848  2.616
C  3.799  0.162  3.052
C  4.379  1.131  3.851
C  3.626  2.189  4.349
C  2.284  2.281  4.064
C  1.661  1.352  3.222
C  0.263  1.460  2.949
N  -0.395  0.694  2.130
N  -1.736  0.824  2.069
C  -2.296  -0.036  1.250
O  -1.606  -0.839  0.533
C  -3.767  -0.095  1.213
C  -4.408  -1.274  0.836
C  -5.789  -1.341  0.840
C  -6.541  -0.237  1.209
C  -5.905  0.937  1.587
C  -4.526  1.008  1.593
C  2.428  0.274  2.679
O  1.902  -0.579  1.865
H  4.908  -2.802  2.310
H  3.476  -2.164  1.447
H  3.405  -2.440  3.201
H  5.424  1.026  4.096
H  4.107  2.916  4.982
H  1.692  3.074  4.494
H  -0.292  2.220  3.496
H  -3.816  -2.137  0.564
H  -6.276  -2.266  0.561
H  -7.621  -0.290  1.199
H  -6.481  1.801  1.884
H  -4.009  1.908  1.884
N  4.254  -0.302  -1.969
C  3.475  -0.194  -0.854
N  2.322  -0.734  -0.746
C  1.832  -1.507  -1.780
N  0.891  -2.388  -1.530
N  0.442  -2.486  -0.305
C  -0.266  -3.527  0.091
C  -0.706  -3.626  1.429
C  -1.522  -4.693  1.874
C  -1.897  -4.761  3.191
C  -1.437  -3.783  4.078
C  -0.655  -2.760  3.574
N  -0.308  -2.660  2.303
C  2.419  -1.361  -3.093
C  1.791  -1.734  -4.282
C  2.425  -1.525  -5.494
C  3.697  -0.981  -5.542
C  4.334  -0.595  -4.371
C  3.689  -0.757  -3.157
H  5.163  0.134  -2.002
H  3.880  0.346  -0.009
H  -0.477  -4.333  -0.607
H  -1.848  -5.430  1.158
H  -2.528  -5.561  3.548
H  -1.683  -3.818  5.126
H  -0.282  -1.976  4.224
H  0.803  -2.164  -4.233
H  1.917  -1.789  -6.409
H  4.187  -0.821  -6.490
H  5.324  -0.161  -4.399
C  -5.170  3.537  -1.711
C  -5.316  2.162  -1.756
C  -4.203  1.344  -1.772
C  -2.923  1.888  -1.740
C  -2.782  3.274  -1.690
C  -3.898  4.088  -1.683
C  -1.753  1.005  -1.752
C  -0.520  1.391  -1.860
C  0.728  1.887  -2.022
C  1.499  2.342  -0.910
C  2.762  2.843  -1.102
C  3.320  2.902  -2.379
C  2.581  2.465  -3.477
C  1.316  1.967  -3.319
H  -6.041  4.177  -1.707
H  -6.299  1.720  -1.773
H  -4.332  0.272  -1.806
H  -1.791  3.703  -1.646
H  -3.783  5.163  -1.659
H  -1.979  -0.052  -1.637
H  1.067  2.261  0.077
H  3.335  3.189  -0.251
H  4.317  3.292  -2.520
H  3.009  2.510  -4.467
H  0.740  1.624  -4.164

- 2S+1 = 2
- HOMO (alpha / beta) (eV) = -6.67 / -6.67
- LUMO (alpha / beta) (eV) = -1.011 / -1.041
- orbital gap (alpha / beta) (eV) = 5.66 / 5.63
- calculated total energy (eV) = -96100.2664

=====

Entry 2:
Entry from the OMol25 dataset: a molecular structure, C43H35AsI2NO3PV (the ωB97M-V functional and the def2-TZVPD basis).

CARTESIAN COORDINATES (ANGSTROEM)
V  0.382  -0.187  -2.439
I  4.584  -2.795  -1.662
C  2.632  -3.465  -1.730
C  2.317  -4.844  -1.581
C  1.026  -5.288  -1.612
I  0.654  -7.318  -1.411
C  -0.050  -4.366  -1.778
C  -1.423  -4.670  -1.847
C  -2.343  -3.666  -2.027
C  -1.915  -2.343  -2.131
N  -0.634  -2.006  -2.054
C  0.288  -3.018  -1.896
C  1.621  -2.582  -1.895
O  1.711  -1.225  -2.115
H  3.126  -5.549  -1.449
H  -1.750  -5.700  -1.766
H  -3.399  -3.888  -2.091
H  -2.621  -1.533  -2.268
C  1.957  3.403  -4.012
C  0.924  2.433  -3.581
O  1.336  1.334  -3.106
C  -0.493  2.731  -3.707
C  -0.918  3.998  -4.133
C  -2.259  4.272  -4.279
C  -3.198  3.273  -4.025
C  -2.806  2.009  -3.609
C  -1.469  1.754  -3.442
O  -1.043  0.532  -2.997
H  2.941  2.955  -3.918
H  1.908  4.295  -3.382
H  1.786  3.710  -5.045
H  -0.188  4.769  -4.344
H  -2.581  5.252  -4.603
H  -4.253  3.482  -4.157
H  -3.527  1.227  -3.408
C  0.359  -0.534  1.006
C  1.737  -1.155  1.222
As  1.821  -2.237  2.882
C  0.005  -2.927  2.681
C  -0.132  -4.054  1.871
C  -1.382  -4.624  1.655
C  -2.507  -4.079  2.262
C  -2.379  -2.954  3.069
C  -1.128  -2.379  3.277
C  1.519  -0.796  4.150
C  1.745  0.547  3.857
C  1.546  1.525  4.829
C  1.135  1.166  6.103
C  0.930  -0.174  6.409
C  1.129  -1.148  5.441
P  0.285  0.754  -0.277
C  -1.317  1.576  -0.096
C  -1.503  2.943  -0.310
C  -2.776  3.492  -0.233
C  -3.870  2.682  0.034
C  -3.695  1.316  0.223
C  -2.426  0.763  0.155
C  1.629  1.905  0.080
C  2.890  1.678  -0.479
C  3.961  2.485  -0.127
C  3.784  3.521  0.783
C  2.541  3.735  1.360
C  1.466  2.928  1.020
H  -0.017  -0.051  1.910
H  -0.355  -1.310  0.726
H  2.521  -0.401  1.285
H  2.009  -1.834  0.413
H  0.748  -4.505  1.420
H  -1.474  -5.512  1.036
H  -3.478  -4.543  2.127
H  -3.254  -2.527  3.547
H  -1.044  -1.504  3.911
H  2.093  0.851  2.874
H  1.722  2.568  4.589
H  0.989  1.925  6.862
H  0.624  -0.462  7.407
H  0.980  -2.192  5.696
H  -0.664  3.584  -0.536
H  -2.910  4.557  -0.379
H  -4.862  3.114  0.095
H  -4.548  0.683  0.435
H  -2.303  -0.302  0.318
H  3.048  0.864  -1.178
H  4.937  2.300  -0.557
H  4.622  4.150  1.056
H  2.408  4.528  2.086
H  0.515  3.080  1.508

- total charge = +2
- 2S+1 = 2
- HOMO (alpha / beta) (eV) = -12.60 / -12.60
- LUMO (alpha / beta) (eV) = -6.867 / -6.941
- orbital gap (alpha / beta) (eV) = 5.74 / 5.66
- calculated total energy (eV) = -164796.7298

=====

Entry 3:
Entry from the OMol25 dataset: a molecular structure, C43H35BN12OPSr (the ωB97M-V functional and the def2-TZVPD basis).

CARTESIAN COORDINATES (ANGSTROEM)
Sr  0.487  -0.970  -0.301
C  0.311  0.911  3.909
C  0.887  1.018  2.497
N  -0.110  0.397  1.593
N  -0.984  -0.345  2.369
C  -1.036  0.199  3.693
B  -1.907  -1.405  1.834
N  -2.339  -1.222  0.370
C  -3.280  -1.971  -0.223
C  -3.390  -1.564  -1.537
C  -2.441  -0.551  -1.656
N  -1.815  -0.368  -0.503
N  -1.145  -2.760  1.845
C  -1.201  -3.802  2.681
C  -0.204  -4.689  2.325
C  0.425  -4.085  1.241
N  -0.153  -2.925  0.962
N  -3.167  -1.444  2.701
C  -4.342  -0.820  2.463
C  -5.119  -0.927  3.592
C  -4.315  -1.636  4.491
N  -3.153  -1.932  3.946
H  0.945  0.634  4.742
H  1.923  0.772  2.287
H  -1.365  -0.541  4.420
H  -3.808  -2.743  0.305
H  -4.055  -1.943  -2.288
H  -2.200  0.051  -2.513
H  -1.926  -3.839  3.468
H  0.037  -5.628  2.780
H  1.266  -4.422  0.664
H  -4.556  -0.353  1.522
H  -6.109  -0.548  3.751
H  -4.536  -1.934  5.497
C  -2.454  5.749  -1.891
C  -2.071  4.779  -2.801
C  -1.381  3.663  -2.366
C  -1.070  3.503  -1.019
C  -1.474  4.477  -0.108
C  -2.158  5.595  -0.546
P  -0.146  1.984  -0.573
C  -0.640  1.764  1.206
C  0.236  2.386  2.312
C  -0.381  2.276  3.725
C  -1.765  1.591  3.758
C  -2.642  1.876  2.597
C  -2.111  1.931  1.381
C  1.545  2.691  -0.474
C  1.807  3.971  -0.047
C  3.123  4.449  0.007
C  4.158  3.661  -0.414
C  3.927  2.374  -0.938
C  4.967  1.587  -1.473
C  4.695  0.380  -2.049
C  3.377  -0.123  -2.065
C  2.361  0.587  -1.495
C  2.592  1.863  -0.953
H  -2.987  6.626  -2.226
H  -2.305  4.899  -3.849
H  -1.073  2.898  -3.067
H  -1.266  4.357  0.946
H  -2.457  6.353  0.163
H  0.802  3.290  2.102
H  -0.230  3.132  4.379
H  -2.272  1.731  4.712
H  -3.701  2.001  2.759
H  -2.712  2.113  0.502
H  1.003  4.635  0.238
H  3.306  5.447  0.376
H  5.173  4.027  -0.369
H  5.978  1.967  -1.443
H  5.486  -0.211  -2.490
H  3.199  -1.088  -2.523
O  2.252  -0.899  0.792
N  3.310  -1.217  1.442
C  4.040  -2.229  1.046
C  3.677  -2.983  -0.092
N  3.248  -3.497  -1.028
C  5.194  -2.575  1.776
N  6.135  -2.872  2.362
C  1.433  -4.375  -6.358
C  1.103  -3.643  -5.098
C  0.861  -2.274  -5.084
C  0.595  -1.641  -3.881
N  0.536  -2.273  -2.713
C  0.742  -3.587  -2.726
C  1.031  -4.303  -3.875
H  1.340  -3.728  -7.228
H  0.774  -5.233  -6.485
H  2.457  -4.746  -6.314
H  0.891  -1.707  -6.003
H  0.425  -0.572  -3.853
H  0.676  -4.086  -1.771
H  1.212  -5.366  -3.822

- 2S+1 = 2
- HOMO (alpha / beta) (eV) = -7.68 / -7.68
- LUMO (alpha / beta) (eV) = 0.019 / -1.577
- orbital gap (alpha / beta) (eV) = 7.69 / 6.10
- calculated total energy (eV) = -75885.7657

=====

Entry 4:
Entry from the OMol25 dataset: a molecular structure, C43H35BrIP2PdSi (the ωB97M-V functional and the def2-TZVPD basis).

CARTESIAN COORDINATES (ANGSTROEM)
Pd  -0.248  -0.047  -1.169
C  -0.562  3.246  -3.320
Si  -0.118  2.181  -1.821
C  -1.239  2.992  -0.444
C  -1.291  4.386  -0.265
C  -2.132  4.988  0.655
C  -2.975  4.204  1.443
C  -2.937  2.829  1.304
C  -2.072  2.224  0.385
P  -2.020  0.382  0.245
C  -1.891  -0.160  1.994
C  -1.247  0.615  2.953
C  -0.960  0.100  4.216
C  -1.324  -1.197  4.538
C  -1.969  -1.982  3.589
C  -2.241  -1.472  2.328
C  -3.781  0.010  -0.167
C  -4.794  -0.167  0.773
C  -6.100  -0.435  0.376
C  -6.410  -0.524  -0.974
C  -5.407  -0.350  -1.919
C  -4.102  -0.095  -1.519
C  1.619  2.883  -1.307
C  2.168  4.072  -1.814
C  3.440  4.510  -1.463
C  4.211  3.765  -0.578
C  3.697  2.585  -0.061
C  2.428  2.139  -0.428
P  1.754  0.527  0.201
C  2.533  0.554  1.890
C  3.443  -0.367  2.397
C  3.912  -0.271  3.707
C  3.487  0.757  4.532
C  2.586  1.696  4.037
C  2.111  1.586  2.740
C  2.794  -0.719  -0.671
C  2.769  -2.042  -0.227
C  3.433  -3.047  -0.914
C  4.135  -2.744  -2.075
C  4.162  -1.432  -2.533
C  3.500  -0.427  -1.837
H  -0.532  4.327  -3.127
H  -1.579  2.994  -3.639
H  0.111  3.031  -4.157
H  -0.642  5.017  -0.867
H  -2.139  6.068  0.761
H  -3.649  4.662  2.156
H  -3.583  2.213  1.921
H  -0.951  1.628  2.715
H  -0.438  0.715  4.938
H  -1.096  -1.600  5.517
H  -2.247  -3.003  3.822
H  -2.714  -2.108  1.589
H  -4.565  -0.100  1.830
H  -6.872  -0.573  1.124
H  -7.426  -0.734  -1.287
H  -5.637  -0.426  -2.975
H  -3.311  0.015  -2.253
H  1.589  4.674  -2.507
H  3.830  5.433  -1.878
H  5.206  4.092  -0.299
H  4.299  1.998  0.624
H  3.807  -1.169  1.770
H  4.619  -1.005  4.076
H  3.855  0.830  5.548
H  2.251  2.511  4.668
H  1.410  2.328  2.371
H  2.183  -2.301  0.649
H  3.379  -4.068  -0.554
H  4.645  -3.526  -2.623
H  4.693  -1.188  -3.445
H  3.512  0.588  -2.214
Br  0.372  -5.745  0.341
C  -0.082  -5.649  -1.510
C  0.074  -6.821  -2.244
C  -0.214  -6.829  -3.600
C  -0.650  -5.664  -4.218
C  -0.805  -4.506  -3.471
C  -0.532  -4.484  -2.105
I  -0.857  -2.666  -1.089
H  0.423  -7.718  -1.751
H  -0.092  -7.742  -4.169
H  -0.869  -5.656  -5.279
H  -1.139  -3.595  -3.953

- total charge = -1
- HOMO (eV) = -2.70
- LUMO (eV) = 2.360
- orbital gap (eV) = 5.06
- calculated total energy (eV) = -153240.3480

=====

Entry 5:
Entry from the OMol25 dataset: a molecular structure, C43H35ClO2SbSn (the ωB97M-V functional and the def2-TZVPD basis).

CARTESIAN COORDINATES (ANGSTROEM)
Sn  -1.206  -0.615  0.429
Cl  2.580  -5.671  -3.914
C  1.511  -4.720  -2.907
C  0.309  -5.285  -2.447
C  -0.528  -4.568  -1.639
C  -0.223  -3.235  -1.229
O  -1.000  -2.651  -0.392
C  0.957  -2.661  -1.783
C  1.282  -1.269  -1.642
O  0.558  -0.386  -1.202
C  1.826  -3.436  -2.580
H  0.053  -6.298  -2.734
H  -1.447  -5.003  -1.269
H  2.279  -0.966  -2.007
H  2.742  -2.985  -2.945
C  0.330  -0.387  1.782
C  1.278  0.091  2.418
C  2.344  0.620  3.126
C  3.307  -0.304  3.726
C  2.930  -1.617  4.073
C  3.836  -2.520  4.605
C  5.162  -2.159  4.822
C  5.562  -0.874  4.472
C  4.660  0.032  3.932
C  2.459  2.074  3.187
C  3.128  2.755  4.224
C  3.211  4.140  4.250
C  2.628  4.916  3.252
C  1.944  4.267  2.229
C  1.861  2.884  2.198
H  1.900  -1.912  3.909
H  3.505  -3.523  4.856
H  5.869  -2.864  5.243
H  6.598  -0.578  4.604
H  5.007  1.015  3.637
H  3.568  2.183  5.031
H  3.732  4.623  5.070
H  2.708  5.996  3.271
H  1.478  4.850  1.438
H  1.343  2.390  1.382
C  1.387  4.205  -2.191
C  0.532  5.152  -1.384
C  0.913  6.485  -1.241
C  0.149  7.376  -0.501
C  -1.022  6.942  0.105
C  -1.416  5.618  -0.036
C  -0.656  4.717  -0.778
Sb  -1.144  2.613  -0.870
C  -3.085  2.758  0.057
C  -4.254  2.563  -0.676
C  -5.495  2.535  -0.053
C  -5.573  2.697  1.322
C  -4.412  2.865  2.064
C  -3.159  2.883  1.454
C  -1.915  2.994  2.301
C  -1.815  2.498  -2.920
C  -1.470  1.297  -3.545
C  -1.815  1.036  -4.865
C  -2.516  1.992  -5.582
C  -2.861  3.191  -4.973
C  -2.521  3.471  -3.648
C  -2.919  4.807  -3.070
H  2.273  4.707  -2.578
H  0.829  3.799  -3.039
H  1.718  3.358  -1.581
H  1.830  6.825  -1.710
H  0.469  8.405  -0.395
H  -1.624  7.628  0.688
H  -2.342  5.290  0.426
H  -4.199  2.425  -1.750
H  -6.393  2.382  -0.639
H  -6.535  2.680  1.820
H  -4.473  2.971  3.141
H  -2.157  3.231  3.337
H  -1.238  3.769  1.936
H  -1.352  2.054  2.307
H  -0.922  0.544  -2.988
H  -1.539  0.094  -5.323
H  -2.799  1.807  -6.611
H  -3.412  3.937  -5.536
H  -3.684  5.276  -3.690
H  -2.062  5.483  -3.020
H  -3.309  4.710  -2.056

- total charge = -1
- HOMO (eV) = -2.70
- LUMO (eV) = 2.125
- orbital gap (eV) = 4.82
- calculated total energy (eV) = -74145.2566